Density functional theory data (the ωB97M-V functional and the def2-TZVPD basis) for C30H55BBr2Cl3CsF12MgN5O14PS as an isolated structure at a distorted geometry.

Computed properties:
lowest unoccupied orbital energy: -0.1525 Eh
total energy: -11214.6484 Eh
HOMO: -6.747 eV
Kohn-Sham gap: 0.095 hartree
largest force on an atom: 5.5 eV/A

Atoms and positions in Å:
C: 3.46 2.50 -0.94
C: 3.60 1.05 -1.46
O: 2.74 0.93 -2.61
C: 2.49 -0.33 -3.13
C: 3.73 -0.87 -3.90
F: 3.41 -1.56 -4.99
F: 4.31 0.22 -4.40
C: 4.86 -1.68 -3.26
F: 4.46 -2.95 -3.23
F: 5.26 -1.36 -2.06
C: 6.18 -1.73 -4.09
F: 6.82 -0.62 -4.07
F: 6.93 -2.59 -3.43
F: 6.03 -2.23 -5.27
C: 1.47 0.08 -4.26
C: 0.05 0.57 -3.78
P: -1.16 -0.06 -5.01
O: -0.94 -1.71 -5.26
O: -1.10 0.87 -6.45
C: -0.38 0.30 -2.32
C: -1.89 -0.08 -2.16
C: -2.95 0.98 -2.51
C: -4.34 0.34 -2.19
C: -4.78 -0.80 -3.10
C: -5.88 -1.62 -2.41
C: -5.37 -2.33 -1.13
O: -3.96 -2.45 -1.10
C: -3.50 -2.80 0.17
C: -3.00 -1.81 1.16
O: -3.48 -3.93 0.43
C: -0.29 1.70 -1.65
C: -0.84 1.71 -0.23
C: -0.57 3.19 0.27
C: 0.78 3.28 0.89
O: 1.06 2.40 1.68
O: 1.57 4.19 0.61
N: 0.55 -0.54 -1.49
N: -0.02 -1.42 -0.55
C: 1.64 -1.30 -2.29
Br: 2.64 -2.22 -0.82
C: 1.00 -2.49 -3.13
N: 1.25 -3.82 -2.58
H: 2.70 3.05 -1.46
H: 4.38 3.03 -1.11
H: 3.33 2.48 0.13
H: 3.39 0.40 -0.63
H: 4.62 0.99 -1.79
H: 1.96 0.90 -4.77
H: 1.34 -0.70 -5.00
H: 0.03 1.63 -3.96
H: -1.78 -2.07 -5.58
H: -0.19 1.09 -6.72
H: -2.06 -1.02 -2.68
H: -2.11 -0.31 -1.14
H: -2.99 1.31 -3.54
H: -2.92 1.86 -1.89
H: -5.06 1.14 -2.35
H: -4.37 0.12 -1.13
H: -5.24 -0.43 -4.03
H: -4.00 -1.53 -3.33
H: -6.18 -2.43 -3.06
H: -6.73 -1.02 -2.15
H: -5.88 -3.27 -1.01
H: -5.72 -1.73 -0.29
H: -3.58 -1.95 2.23
H: -1.97 -2.00 1.39
H: -3.08 -0.77 0.85
H: -0.74 2.47 -2.26
H: 0.75 2.01 -1.57
H: -0.32 1.06 0.42
H: -1.90 1.56 -0.16
H: -1.32 3.45 1.00
H: -0.69 3.83 -0.58
H: 1.05 5.13 0.62
H: 1.11 0.09 -0.92
H: -0.66 -2.10 -0.94
H: -0.52 -0.92 0.19
H: -0.07 -2.35 -3.07
H: 1.39 -2.51 -4.13
H: 1.94 -4.29 -3.12
H: 0.38 -4.32 -2.64
Br: -0.23 6.48 -0.06
Cs: -3.41 0.09 -6.69
F: -1.15 0.97 2.03
Mg: 0.76 1.23 3.21
C: 3.09 4.74 4.89
N: 2.54 5.40 6.11
O: 3.02 5.06 7.18
O: 1.67 6.20 5.94
H: 3.86 4.04 5.19
H: 2.27 4.22 4.40
H: 3.50 5.51 4.25
Cl: -3.43 -3.12 3.58
C: -2.26 2.66 5.63
O: -3.06 2.87 4.76
N: -2.55 2.14 6.83
C: -1.53 1.91 7.83
C: -3.93 1.82 7.13
H: -1.17 2.87 5.48
H: -1.51 0.85 8.09
H: -1.75 2.49 8.73
H: -0.55 2.20 7.46
H: -4.30 1.09 6.42
H: -4.54 2.73 7.05
H: -4.01 1.42 8.14
C: -6.83 -2.20 5.00
Cl: -7.92 -1.45 3.82
Cl: -6.81 -1.32 6.52
H: -7.16 -3.21 5.19
H: -5.83 -2.22 4.58
C: 7.59 -6.33 -1.75
C: 6.77 -5.14 -1.30
O: 5.91 -5.66 -0.28
S: 6.67 -6.84 0.51
O: 7.23 -6.30 1.69
O: 5.83 -7.97 0.51
O: 7.85 -7.06 -0.55
H: 7.02 -6.97 -2.43
H: 8.52 -6.03 -2.22
H: 6.19 -4.70 -2.10
H: 7.40 -4.37 -0.85
B: -2.74 6.27 5.26
F: -1.46 6.01 4.73
F: -2.94 5.46 6.41
F: -2.84 7.62 5.63
F: -3.72 5.98 4.31

These are the Mulliken partial charges, in e, on atoms 1 to 8: -1.522, 0.264, -0.390, 0.556, 0.902, -0.352, -0.319, 0.529

---

Density functional theory data (the ωB97M-V functional and the def2-TZVPD basis) for a 2-piece molecular cluster, C5H13NO2 overall.

Computed properties:
lowest unoccupied orbital energy: 0.0310 Eh
total energy: -403.5183 Eh
HOMO: -9.362 eV
Kohn-Sham gap: 0.375 hartree
largest force on an atom: 0.8 eV/A
energy above the lowest of the compared OMol25 structures with the same formula, charge and spin: 36.6 kcal per mole

Atoms and positions in Å:
C: -1.63 2.15 -1.01
C: -0.98 1.41 0.16
C: 0.01 0.35 -0.33
C: 1.47 0.80 -0.26
O: 2.23 0.68 -1.19
N: -0.03 -0.90 0.43
C: -0.12 -2.10 -0.40
H: -2.17 1.46 -1.65
H: -0.88 2.72 -1.54
H: -2.37 2.87 -0.65
H: -1.72 0.94 0.80
H: -0.43 2.17 0.73
H: -0.15 0.17 -1.40
H: 1.77 1.20 0.73
H: -0.80 -0.89 1.09
H: -0.42 -2.93 0.25
H: 0.81 -2.33 -0.89
H: -0.90 -2.00 -1.17
O: 1.97 -1.97 2.46
H: 1.51 -1.57 1.70
H: 2.84 -2.22 2.13

These are the Mulliken partial charges, in e, on atoms 1 to 8: -1.325, -0.468, 0.344, -0.319, -0.479, -0.305, -1.023, 0.359

---

Density functional theory data (the ωB97M-V functional and the def2-TZVPD basis) for C38H31N4P2S7SbTc as an isolated structure at a distorted geometry.

Computed properties:
lowest unoccupied orbital energy (alpha / beta): -0.1757 / -0.1758 Eh
total energy: -5476.5485 Eh
HOMO (alpha / beta): -9.124 / -9.124 eV
Kohn-Sham gap (alpha / beta): 0.160 / 0.160 hartree
largest force on an atom: 1.2 eV/A
net charge: +1

Atoms and positions in Å:
Tc: -1.69 0.64 -0.03
S: 0.05 1.28 -1.68
P: 1.29 0.73 -0.20
C: 0.05 0.65 1.03
P: -0.31 1.77 2.34
S: -1.93 2.63 1.50
C: -0.65 0.87 3.85
C: -1.50 1.44 4.79
C: -1.79 0.74 5.95
C: -1.23 -0.51 6.17
C: -0.37 -1.07 5.24
C: -0.09 -0.38 4.07
C: 0.89 3.04 2.75
C: 1.60 2.97 3.95
C: 2.50 3.97 4.27
C: 2.70 5.03 3.40
C: 2.00 5.10 2.20
C: 1.09 4.11 1.88
C: 1.96 -0.91 -0.54
C: 3.15 -1.35 0.02
C: 3.61 -2.64 -0.24
C: 2.88 -3.48 -1.07
C: 1.71 -3.04 -1.66
C: 1.25 -1.76 -1.41
C: 2.67 1.81 0.09
C: 3.05 2.69 -0.92
C: 4.17 3.50 -0.74
C: 4.90 3.42 0.44
C: 4.51 2.55 1.45
C: 3.40 1.74 1.28
H: -1.96 2.40 4.61
H: -2.47 1.17 6.68
H: -1.47 -1.06 7.08
H: 0.06 -2.05 5.41
H: 0.56 -0.83 3.32
H: 1.43 2.15 4.63
H: 3.04 3.92 5.21
H: 3.40 5.81 3.66
H: 2.15 5.93 1.53
H: 0.52 4.18 0.96
H: 3.74 -0.70 0.65
H: 4.54 -2.97 0.20
H: 3.25 -4.48 -1.28
H: 1.15 -3.68 -2.33
H: 0.36 -1.40 -1.91
H: 2.48 2.76 -1.83
H: 4.47 4.19 -1.52
H: 5.76 4.06 0.58
H: 5.08 2.50 2.37
H: 3.11 1.06 2.07
S: -2.98 1.80 -1.63
C: -2.98 0.51 -2.86
N: -3.45 1.01 -3.95
N: -3.42 0.22 -5.05
C: -2.39 -0.63 -5.50
C: -1.07 -0.54 -5.08
C: -0.12 -1.39 -5.64
C: -0.46 -2.31 -6.62
C: -1.77 -2.37 -7.06
C: -2.73 -1.53 -6.51
N: -2.54 -0.73 -2.59
N: -2.09 -0.91 -1.33
C: -2.00 -2.16 -0.91
C: -1.52 -2.37 0.49
C: -1.77 -3.75 1.03
C: -2.22 -4.72 0.26
C: -2.51 -4.50 -1.16
C: -2.39 -3.28 -1.72
H: -4.08 0.52 -5.75
H: -0.76 0.19 -4.34
H: 0.91 -1.31 -5.30
H: 0.29 -2.96 -7.05
H: -2.06 -3.07 -7.83
H: -3.76 -1.60 -6.84
H: -0.44 -2.16 0.58
H: -1.50 -3.93 2.07
H: -2.37 -5.71 0.67
H: -2.85 -5.33 -1.76
H: -2.64 -3.10 -2.76
S: -5.19 -0.10 3.17
Sb: -4.79 -1.72 1.73
S: -2.24 -1.08 1.55
S: -4.08 1.06 0.02
S: -5.12 -0.55 -0.60

These are the Mulliken partial charges, in e, on atoms 1 to 8: -1.992, -0.579, 1.914, -0.621, 2.030, -0.423, 0.165, -0.403